# 1
C28H24ClN4O3V | ωB97M-V/def2-TZVPD

Calculated values
* multiplicity: 2
* energy above the lowest of the compared OMol25 structures with the same formula, charge and spin: 38.30 kcal per mole
* net charge: -1
* HOMO-LUMO gap (alpha / beta): 0.23591 / 0.21016 hartree
* ⟨S²⟩: 1.1080

Element x y z (Å)
V -0.09 -0.25 0.22
O -1.13 -1.10 3.97
C -1.02 -0.97 2.74
N 0.08 -0.68 2.02
C 1.37 -0.77 2.48
C 1.75 -1.43 3.64
C 3.09 -1.55 3.98
C 4.06 -1.00 3.17
C 3.70 -0.33 2.01
C 2.36 -0.21 1.63
N 1.94 0.48 0.51
C 2.72 0.48 -0.57
O 3.64 -0.33 -0.82
C 2.49 1.58 -1.58
C 3.34 1.61 -2.69
C 3.21 2.62 -3.62
C 2.22 3.58 -3.42
C 1.44 3.47 -2.28
N 1.58 2.52 -1.37
C -2.14 -1.22 1.80
C -3.35 -1.75 2.22
C -4.24 -2.23 1.28
C -3.87 -2.14 -0.07
C -2.67 -1.55 -0.40
N -1.80 -1.08 0.50
H 0.99 -1.88 4.26
H 3.37 -2.10 4.87
H 5.11 -1.09 3.43
H 4.47 0.08 1.37
H 4.09 0.84 -2.77
H 3.85 2.66 -4.49
H 2.06 4.38 -4.13
H 0.65 4.19 -2.07
H -3.56 -1.79 3.28
H -5.17 -2.69 1.57
H -4.51 -2.54 -0.84
H -2.37 -1.46 -1.44
Cl -1.18 1.98 1.66
C -2.55 2.11 0.60
C -3.75 2.62 1.02
C -4.83 2.64 0.15
C -4.69 2.14 -1.13
C -3.47 1.62 -1.55
C -2.36 1.60 -0.70
C -1.06 1.11 -1.07
H -3.86 2.99 2.03
H -5.78 3.05 0.47
H -5.53 2.14 -1.81
H -3.37 1.24 -2.55
H -0.29 1.87 -0.89
H -1.02 0.79 -2.12
C 2.35 -3.19 -0.34
O 1.13 -2.54 0.01
C 0.62 -1.60 -0.80
C 0.93 -1.69 -2.26
H 2.24 -3.79 -1.25
H 2.60 -3.84 0.50
H 3.14 -2.44 -0.47
H 0.69 -2.69 -2.65
H 1.99 -1.51 -2.44
H 0.35 -0.95 -2.81


# 2
C17H16N3 | ωB97M-V/def2-TZVPD

Calculated values
* multiplicity: 1
* energy above the lowest of the compared OMol25 structures with the same formula, charge and spin: 14.81 kcal per mole
* net charge: +1
* HOMO-LUMO gap: 0.27312 hartree

Element x y z (Å)
C 0.15 0.94 4.42
C -0.30 1.45 3.10
N -1.28 0.87 2.42
C -2.16 1.51 1.48
C -2.38 2.86 1.26
C -3.43 3.22 0.40
C -4.23 2.23 -0.21
C -4.03 0.87 0.06
C -3.00 0.53 0.93
C -2.64 -0.74 1.47
C -1.59 -0.53 2.40
C -1.02 -1.60 3.06
C -1.54 -2.89 2.82
C -2.60 -3.09 1.91
C -3.15 -2.01 1.22
H 0.66 1.79 4.91
H -0.68 0.57 5.06
H 0.94 0.16 4.31
H 0.00 2.44 2.76
H -1.74 3.58 1.76
H -3.64 4.27 0.18
H -5.03 2.53 -0.89
H -4.63 0.08 -0.38
H -0.19 -1.45 3.74
H -1.14 -3.75 3.35
H -2.99 -4.10 1.74
H -3.95 -2.10 0.49
N 1.81 0.53 2.22
C 3.00 0.56 2.77
N 3.97 0.34 1.82
C 3.33 0.17 0.60
C 1.97 0.30 0.86
H 3.27 0.73 3.81
H 4.96 0.29 2.04
H 3.86 -0.03 -0.32
H 1.12 0.25 0.20


# 3
C6H24O6 | ωB97M-V/def2-TZVPD

Calculated values
* multiplicity: 2
* energy above the lowest of the compared OMol25 structures with the same formula, charge and spin: 72.92 kcal per mole
* net charge: -1
* HOMO-LUMO gap (alpha / beta): 0.06506 / 0.34625 hartree
* ⟨S²⟩: 0.7504

Element x y z (Å)
C 3.18 1.10 1.14
O 3.07 1.56 2.45
H 2.61 1.68 0.41
H 4.21 1.25 0.80
H 2.88 0.06 1.03
H 2.25 1.19 2.80
C -2.43 0.55 2.59
O -1.97 1.30 3.67
H -2.97 -0.30 3.02
H -3.12 1.16 2.00
H -1.61 0.16 1.98
H -2.64 1.39 4.35
C -1.98 -3.22 2.79
O -1.52 -4.54 2.52
H -1.11 -2.57 2.86
H -2.68 -2.94 2.00
H -2.49 -3.19 3.75
H -2.33 -5.03 2.35
C 2.60 1.25 -2.82
O 1.73 0.15 -2.84
H 3.07 1.28 -1.83
H 3.48 1.17 -3.46
H 2.10 2.19 -3.03
H 2.11 -0.60 -3.30
C -1.30 1.67 -3.75
O -1.45 2.66 -4.78
H -1.03 0.70 -4.16
H -0.46 1.98 -3.13
H -2.13 1.64 -3.04
H -0.61 2.82 -5.21
C 0.06 -1.32 0.09
O -0.39 -0.26 -0.69
H 0.79 -1.85 -0.51
H 0.56 -0.99 1.00
H -0.74 -2.03 0.30
H 0.28 -0.06 -1.34


# 4
C21H21N3O2 | ωB97M-V/def2-TZVPD

Calculated values
* multiplicity: 1
* energy above the lowest of the compared OMol25 structures with the same formula, charge and spin: 28.52 kcal per mole
* HOMO-LUMO gap: 0.32511 hartree

Element x y z (Å)
C -6.05 -0.51 -0.82
C -4.61 -0.64 -0.44
C -3.74 -1.39 -1.21
C -2.42 -1.45 -0.79
C -1.93 -0.79 0.35
C -2.83 -0.08 1.15
C -4.14 -0.02 0.72
H -4.86 0.53 1.32
C -2.44 0.54 2.46
H -2.23 -0.24 3.19
H -3.25 1.16 2.84
H -1.55 1.15 2.37
C -0.53 -1.11 0.39
C -0.31 -1.94 -0.67
O -1.43 -2.16 -1.40
H 0.57 -2.46 -0.98
C 0.53 -0.65 1.35
C 0.86 0.83 1.21
O 0.47 1.65 2.03
N 1.61 1.22 0.16
C 2.09 0.35 -0.89
C 3.27 -0.51 -0.49
C 3.63 -1.59 -1.28
C 4.72 -2.36 -0.90
C 5.41 -2.01 0.25
N 5.07 -0.98 1.01
C 4.03 -0.25 0.65
H 3.79 0.57 1.30
H 6.26 -2.58 0.59
H 5.03 -3.21 -1.49
H 3.07 -1.82 -2.17
H 2.39 0.98 -1.74
H 1.28 -0.28 -1.25
C 1.94 2.63 0.08
H 2.89 2.75 -0.45
H 2.05 3.01 1.10
C 0.83 3.44 -0.61
C 0.67 3.05 -1.98
N 0.57 2.72 -3.07
H 1.07 4.51 -0.57
H -0.11 3.28 -0.07
H 1.43 -1.24 1.20
H 0.18 -0.79 2.38
H -4.06 -1.91 -2.10
H -6.27 -1.06 -1.73
H -6.69 -0.89 -0.02
H -6.30 0.54 -0.98